91
Properties=species:S:1:pos:R:3:forces:R:3:lowdin_charge:R:1 method="wB97M-V/def2-TZVPD" total_charge=+1 e_homo_ev=-8.8 mol_weight_g_mol=768.09 e_above_lowest_ev=0.835 energy_ev=-124607.491 homo_lumo_gap_ev=5.26 multiplicity=1
Ba 0.0808 -0.5125 -0.5862 -1.362 2.119 -1.053 1.92
C -1.5059 1.8831 -0.4196 -0.376 0.378 0.106 -0.24
C -1.5074 1.5008 0.9573 -0.561 0.197 -0.148 -0.27
C -0.3636 2.1202 1.5431 0.499 -0.561 -0.086 -0.18
C 0.2924 2.8470 0.5165 0.065 -0.287 0.009 -0.05
C -0.4174 2.7275 -0.6839 0.046 -0.404 -0.215 -0.28
C -0.1151 3.4185 -1.9966 0.038 0.066 0.040 -0.56
C -0.4223 4.9168 -1.8693 0.038 0.033 0.050 -0.04
C -0.9717 2.8508 -3.1303 -0.016 -0.014 -0.004 -0.06
C 1.3691 3.2555 -2.3504 -0.008 -0.046 -0.059 -0.05
C 0.2712 2.0799 2.9376 -0.119 0.185 0.078 -0.53
C 1.7858 1.8296 2.8131 -0.022 -0.041 -0.044 -0.06
C 0.0671 3.4390 3.6236 -0.015 0.036 0.009 -0.04
C -0.2536 0.9898 3.8693 0.014 -0.039 0.066 -0.05
C -2.7976 0.9193 1.5658 0.001 -0.055 0.068 -0.53
C -2.6622 -0.4975 2.1425 0.065 -0.088 0.059 -0.06
C -3.8977 0.8006 0.4982 0.001 -0.001 -0.066 -0.07
C -3.3451 1.8757 2.6320 -0.010 0.085 0.099 -0.03
H -2.3365 1.7332 -1.0920 0.056 -0.061 -0.081 0.08
H 1.1946 3.4263 0.6522 0.050 0.022 -0.001 0.10
H -1.4708 5.0685 -1.6118 -0.019 -0.007 -0.005 0.09
H -0.2150 5.4448 -2.8033 0.005 -0.002 -0.024 0.08
H 0.1805 5.3674 -1.0797 0.010 0.002 0.009 0.08
H -2.0323 3.0343 -2.9567 -0.004 0.046 0.024 0.09
H -0.8460 1.7708 -3.2381 -0.013 0.000 0.011 0.05
H -0.7067 3.3201 -4.0810 0.006 0.016 -0.005 0.09
H 2.0108 3.7113 -1.5962 -0.014 0.018 0.027 0.08
H 1.5989 3.7189 -3.3139 0.009 0.013 -0.008 0.09
H 1.6466 2.1951 -2.3984 0.032 0.031 0.062 0.05
H 2.3011 2.6533 2.3203 -0.011 0.037 -0.029 0.08
H 1.9682 0.9248 2.2256 0.008 -0.049 0.030 0.05
H 2.2282 1.7019 3.8044 0.028 0.027 0.012 0.09
H 0.4203 4.2468 2.9824 0.013 0.010 0.000 0.08
H 0.6083 3.4911 4.5720 0.001 -0.033 0.023 0.09
H -0.9903 3.6147 3.8252 -0.017 0.014 -0.014 0.08
H -0.1864 0.0089 3.4003 0.095 -0.010 0.027 0.04
H -1.2878 1.1384 4.1728 0.164 -0.039 -0.012 0.06
H 0.3511 0.9675 4.7789 -0.006 0.020 0.023 0.09
H -2.3582 -1.1993 1.3585 0.004 -0.031 -0.041 0.05
H -3.6244 -0.8539 2.5186 -0.028 0.040 0.018 0.09
H -1.9451 -0.5706 2.9557 -0.070 -0.015 -0.058 0.05
H -3.6015 0.1525 -0.3330 0.009 -0.028 0.037 0.08
H -4.1683 1.7708 0.0831 -0.002 0.019 0.021 0.09
H -4.7901 0.3626 0.9479 -0.022 0.013 0.019 0.09
H -2.6909 1.9610 3.4990 -0.139 0.043 -0.143 0.05
H -4.3244 1.5428 2.9848 -0.018 -0.018 0.007 0.09
H -3.4536 2.8751 2.2085 -0.026 0.002 -0.019 0.10
Br -3.9404 -3.0307 -6.9969 -0.041 0.001 -0.085 0.79
C -3.1361 -2.9906 -5.2986 0.024 -0.007 0.065 -0.69
C -2.3711 -1.8991 -4.9257 0.025 -0.035 0.101 -0.10
C -1.7840 -1.8852 -3.6682 -0.103 0.012 -0.226 -0.04
C -1.9506 -2.9525 -2.7985 0.209 0.098 0.542 -0.26
C -2.7356 -4.0388 -3.1765 -0.069 0.034 -0.163 -0.01
C -3.3258 -4.0575 -4.4277 0.024 0.018 0.044 -0.11
N -1.2929 -2.8254 -1.5270 -0.200 -0.370 -0.133 0.00
C -1.2871 -3.7899 -0.6996 0.212 0.018 0.319 -0.08
C -0.6097 -3.7121 0.6291 -0.257 -0.051 -0.413 -0.26
C -0.5198 -4.8606 1.3985 0.076 0.049 0.138 0.00
C 0.1430 -4.7939 2.6185 -0.054 -0.075 -0.072 -0.03
C 0.6737 -3.5849 3.0255 -0.082 0.128 0.031 -0.02
C 0.5094 -2.4768 2.2017 0.068 -0.262 0.001 -0.14
N -0.1047 -2.5347 1.0251 -0.044 -0.951 0.563 -0.09
H -2.2370 -1.0640 -5.5984 -0.007 -0.002 -0.017 0.11
H -1.1855 -1.0245 -3.3975 0.025 -0.027 0.029 0.06
H -2.9172 -4.8726 -2.5141 0.004 -0.009 0.015 0.11
H -3.9403 -4.8949 -4.7258 -0.004 -0.005 -0.014 0.11
H -1.7561 -4.7530 -0.9060 0.006 0.017 -0.014 0.12
H -0.9548 -5.7878 1.0519 -0.004 -0.005 -0.020 0.12
H 0.2345 -5.6766 3.2369 0.010 0.006 0.015 0.12
H 1.1851 -3.4808 3.9718 0.005 -0.012 0.012 0.12
H 0.8962 -1.5107 2.4988 0.056 0.070 -0.023 0.09
O 2.3100 -0.6372 0.1058 2.252 -0.284 0.259 -0.89
S 3.7661 -0.8127 -0.3542 -0.564 0.176 0.056 0.98
C 4.3209 -2.3143 0.4661 0.041 -0.043 0.061 -0.31
C 4.6651 -1.9016 1.8920 -0.038 0.000 -0.021 -0.22
C 5.4883 -0.6255 1.7357 0.021 0.017 0.000 -0.21
C 4.7342 0.2646 0.7438 -0.046 0.020 0.050 -0.28
H 5.1963 -2.6664 -0.0848 0.023 -0.003 0.039 0.10
H 3.5166 -3.0412 0.3559 0.014 -0.013 0.034 0.10
H 5.2038 -2.6906 2.4148 0.030 0.015 -0.001 0.12
H 3.7466 -1.6952 2.4465 -0.002 -0.005 -0.001 0.11
H 6.4757 -0.8706 1.3400 0.001 0.002 0.009 0.12
H 5.6351 -0.1020 2.6793 -0.020 -0.013 0.008 0.12
H 5.3672 0.9101 0.1389 0.035 -0.024 -0.004 0.10
H 3.9635 0.8739 1.2190 0.031 0.012 0.019 0.08
N 0.9024 0.0658 -4.0484 0.020 -0.083 -0.077 -0.05
N 1.7060 -0.7779 -3.2150 -0.055 -0.158 0.134 -0.12
H 1.1298 -0.0568 -5.0299 0.017 0.022 -0.034 0.09
H 1.0951 1.0284 -3.8043 -0.017 0.013 0.003 0.03
H 2.6911 -0.7431 -3.4613 0.039 0.071 -0.010 0.07
H 1.4061 -1.7329 -3.3857 -0.039 0.004 -0.039 0.07